Formula: C36H70Cl20Si2
Source: OMol25
Level of theory: ωB97M-V/def2-TZVPD

Each line ends with the Löwdin charge.
Atoms and positions in Å:
C1 -2.95748 -1.29337 -3.85964  -0.181
Si1 -1.54076 -0.41928 -2.93902  0.631
C2 -2.17225 1.36112 -2.68613  -0.156
C3 -1.14889 -1.32199 -1.32194  -0.233
C4 -1.40819 -0.55063 0.01048  -0.269
C5 -0.13494 0.15139 0.57642  -0.208
C6 -0.00483 1.61770 0.12368  -0.203
C7 0.97770 2.38815 1.05078  -0.218
C8 1.68087 3.51858 0.27105  -0.207
C9 0.78276 4.75522 0.02846  -0.292
C10 -0.03908 4.77108 -1.27938  -0.388
Si2 -0.31614 6.54151 -1.91343  0.595
C11 -0.00749 -0.23585 -4.04034  -0.252
C12 -0.04038 -0.37506 -5.38486  -0.099
C13 1.08530 -0.19933 -6.08185  -0.253
C14 2.23998 0.13338 -5.47588  -0.233
C15 2.29493 0.25697 -4.14457  -0.093
C16 1.15887 0.07342 -3.46117  -0.124
H1 -2.70773 -2.30998 -4.16148  0.029
H2 -3.17449 -0.69878 -4.74952  0.020
H3 -3.82635 -1.24944 -3.19955  0.028
H4 -1.28674 1.97675 -2.53947  0.012
H5 -2.89420 1.45278 -1.87814  0.027
H6 -2.58698 1.66633 -3.65334  0.001
H7 -1.80453 -2.19912 -1.27987  0.067
H8 -0.12415 -1.69643 -1.26579  0.069
H9 -1.69210 -1.28870 0.76813  0.054
H10 -2.22508 0.17188 -0.03219  0.083
H11 -0.29860 0.20160 1.65411  0.048
H12 0.72185 -0.46377 0.29919  0.109
H13 -0.98054 2.10963 0.15347  0.106
H14 0.37783 1.70901 -0.89507  0.082
H15 1.76263 1.68818 1.35538  0.105
H16 0.41574 2.76277 1.91234  0.031
H17 2.55025 3.85743 0.84573  0.101
H18 2.07264 3.13448 -0.67620  0.104
H19 0.12727 4.84746 0.89070  0.017
H20 1.43826 5.63152 -0.00316  0.079
H21 -1.03827 4.35225 -1.12330  0.041
H22 0.41580 4.19332 -2.09045  0.056
H23 -1.47857 7.14740 -1.22127  -0.094
H24 0.88204 7.38977 -1.74021  -0.067
H25 -0.69675 6.47680 -3.34064  -0.105
H26 -0.96109 -0.62522 -5.88653  0.109
H27 1.06233 -0.27644 -7.15410  0.088
H28 3.15031 0.30340 -6.02326  0.094
H29 3.20931 0.48927 -3.62402  0.116
H30 1.21070 0.19728 -2.38616  0.097
Cl1 0.58145 1.11870 4.54741  0.569
C17 -0.72658 0.37030 5.49786  -0.634
C18 -1.48850 -0.64486 4.69055  -0.656
Cl2 -2.44775 0.11653 3.38994  0.596
H31 -1.37793 1.15972 5.86629  0.068
H32 -0.25915 -0.11180 6.35558  0.077
H33 -2.19237 -1.17547 5.33019  0.064
H34 -0.82401 -1.37487 4.23660  0.029
Cl3 2.69854 -5.50986 -5.92400  0.536
C19 3.09316 -4.77095 -7.49711  -0.669
C20 3.75428 -3.42391 -7.34360  -0.611
Cl4 2.63474 -2.18362 -6.69679  0.756
H35 2.17537 -4.69968 -8.07591  0.067
H36 3.76716 -5.45724 -8.00837  0.069
H37 4.09176 -3.06832 -8.31658  0.072
H38 4.61480 -3.47669 -6.68039  0.069
Cl5 3.44667 1.43641 8.09649  0.533
C21 4.62361 1.19455 6.78204  -0.660
C22 4.28863 -0.02069 5.95539  -0.660
Cl6 4.51575 -1.53942 6.86337  0.539
H39 5.61567 1.12487 7.22174  0.068
H40 4.59053 2.08388 6.15443  0.074
H41 4.94418 -0.07234 5.08679  0.054
H42 3.25890 0.01032 5.60602  0.035
Cl7 -5.16696 5.17900 -8.02945  0.536
C23 -5.51892 3.98426 -6.75553  -0.670
C24 -4.58865 4.11643 -5.57683  -0.660
Cl8 -2.91903 3.64671 -5.98036  0.536
H43 -5.46181 2.99270 -7.19810  0.067
H44 -6.54508 4.15720 -6.43394  0.070
H45 -4.91699 3.45755 -4.77366  0.070
H46 -4.56777 5.13507 -5.19684  0.070
Cl9 -0.46437 -3.88326 1.95917  0.564
C25 0.71284 -4.44064 3.17877  -0.668
C26 0.04771 -5.14758 4.33239  -0.678
Cl10 -0.92434 -4.03307 5.32485  0.551
H47 1.28233 -3.57714 3.51577  0.061
H48 1.39457 -5.12376 2.67395  0.053
H49 0.80285 -5.57863 4.98703  0.046
H50 -0.60365 -5.94827 3.99132  0.054
Cl11 6.84582 -2.13998 3.52690  0.541
C27 6.54380 -3.75157 4.22418  -0.665
C28 6.04663 -4.73426 3.19519  -0.657
Cl12 4.40427 -4.33606 2.62349  0.554
H51 5.83524 -3.63634 5.04147  0.038
H52 7.48914 -4.09915 4.63835  0.074
H53 5.99652 -5.73003 3.63289  0.073
H54 6.70321 -4.77257 2.32942  0.068
Cl13 0.86094 -8.61155 5.13869  0.553
C29 -0.43355 -9.22246 6.20235  -0.652
C30 -1.55416 -8.22787 6.37381  -0.650
Cl14 -1.05231 -6.79588 7.30821  0.551
H55 0.01334 -9.48652 7.15753  0.068
H56 -0.81747 -10.13110 5.74099  0.073
H57 -2.37342 -8.69056 6.92183  0.073
H58 -1.93503 -7.88529 5.41404  0.067
Cl15 -2.44861 5.72833 1.30427  0.587
C31 -2.71169 4.66131 2.70686  -0.639
C32 -1.83658 5.02535 3.87991  -0.631
Cl16 -0.11098 4.68605 3.57832  0.597
H59 -2.54134 3.63477 2.38735  0.061
H60 -3.75903 4.76356 2.98765  0.073
H61 -2.12418 4.43312 4.74767  0.071
H62 -1.93093 6.07775 4.13667  0.068
Cl17 -6.08036 -1.12181 5.17804  0.529
C33 -6.03356 -1.46067 3.42873  -0.670
C34 -6.25461 -2.92024 3.12278  -0.665
Cl18 -4.89479 -3.93662 3.66339  0.533
H63 -5.07745 -1.11195 3.04471  0.025
H64 -6.82340 -0.86688 2.97044  0.072
H65 -6.34471 -3.05974 2.04646  0.072
H66 -7.16065 -3.29418 3.59370  0.066
Cl19 0.11779 4.64689 -7.48664  0.533
C35 1.68448 5.48512 -7.43388  -0.670
C36 2.42466 5.23521 -6.14586  -0.655
Cl20 1.59991 5.99220 -4.76379  0.551
H67 1.49800 6.54571 -7.58573  0.067
H68 2.27451 5.11801 -8.27282  0.070
H69 3.42159 5.66989 -6.20866  0.072
H70 2.52654 4.17345 -5.93343  0.065

For the frontier orbital gap, the calculation gives 9.2044 eV. Its molar mass is 1268.2 g/mol. The HOMO energy comes out at -0.3228 Ha. Its calculated total energy is -11196.54858 hartree. The LUMO energy is 0.42 eV.